No. 1
C18H19Cl5F6N3O7PS2W as an isolated structure at a distorted geometry. Source: OMol25; level of theory: ωB97M-V/def2-TZVPD.

Each line ends with the Löwdin spin population.
Positions of all 62 atoms, in Å:
W1 1.0846 -0.4714 0.6693  0.03
C1 -2.6755 3.6505 -2.9687  0.00
C2 -2.0602 2.2728 -2.8656  0.00
O1 -1.4073 2.1377 -1.5765  0.00
P1 -1.8112 0.9477 -0.5951  0.00
S1 -0.8382 1.4773 1.1141  0.01
S2 -1.3333 -0.8383 -1.2987  0.00
O2 -3.3734 0.9870 -0.4123  0.00
C3 -4.1056 2.0199 0.2937  0.00
C4 -5.0444 1.3558 1.2746  0.00
H1 -3.1081 3.7813 -3.9604  0.00
H2 -1.9185 4.4178 -2.8109  0.00
H3 -3.4621 3.7836 -2.2263  0.00
H4 -1.2899 2.1278 -3.6218  0.00
H5 -2.8137 1.4922 -2.9837  0.00
H6 -4.6559 2.5888 -0.4544  0.00
H7 -3.4040 2.6841 0.8035  0.00
H8 -5.6925 0.6536 0.7526  0.00
H9 -5.6553 2.1128 1.7656  0.00
H10 -4.4824 0.8113 2.0335  0.00
Cl1 3.7710 -5.2160 -4.5342  0.00
C5 3.0360 -4.0632 -3.5111  0.00
C6 2.8305 -4.3611 -2.1606  0.00
Cl2 3.2567 -5.8867 -1.5282  0.00
C7 2.2676 -3.4006 -1.3380  0.00
Cl3 1.9022 -3.6878 0.3113  0.00
C8 1.9436 -2.1298 -1.8250  0.00
O3 1.4657 -1.2001 -0.9751  0.02
C9 2.0844 -1.8645 -3.1843  0.00
Cl4 1.5344 -0.3601 -3.8026  0.00
C10 2.6308 -2.8299 -4.0268  0.00
Cl5 2.7929 -2.5018 -5.6953  0.00
C11 -1.1861 -0.9737 3.6236  0.00
C12 -0.8742 -2.0348 2.5737  0.00
O4 -0.2062 -1.5109 1.4257  0.00
C13 -2.1863 -2.6206 2.0141  0.00
F1 -2.8783 -3.2032 2.9949  0.00
F2 -1.9666 -3.5089 1.0484  0.00
F3 -2.9235 -1.6223 1.5067  0.00
C14 -0.0016 -3.1554 3.2415  0.00
F4 -0.3419 -3.3572 4.5042  0.00
F5 -0.0601 -4.3208 2.6082  0.00
F6 1.2986 -2.7736 3.2563  0.00
H11 -1.8181 -0.2074 3.1883  0.00
H12 -0.2577 -0.5234 3.9638  0.00
H13 -1.6974 -1.4289 4.4678  0.00
O5 3.7176 0.8168 2.0878  0.42
N1 2.9198 -0.1057 2.1527  0.36
O6 2.8631 -1.0018 1.0925  0.07
O7 1.5649 0.2052 2.3645  0.07
C15 1.7502 3.2373 1.5958  0.00
C16 2.3965 2.5468 0.4519  0.01
N2 2.0607 1.3892 -0.1461  0.01
C17 2.9597 1.2231 -1.2034  0.00
C18 3.8010 2.2723 -1.2410  0.00
N3 3.4232 3.0896 -0.2022  0.00
H14 1.3623 2.5326 2.3185  0.00
H15 0.9169 3.8471 1.2451  0.00
H16 2.4801 3.8749 2.0928  0.00
H17 2.9069 0.3809 -1.8602  0.00
H18 4.6339 2.4909 -1.8844  0.00
H19 3.8738 3.9514 0.0561  0.00

The net charge is +1. As for the expectation value of S²: 0.76. As for the multiplicity: 2. The value obtained for the total energy is -149473.59120 eV. As for the orbital gap (alpha / beta): 6.5 / 6.4 eV. Its LUMO energy (alpha / beta) is -5.02 / -5.20 eV. The max |F| comes out at 0.10017 Eh/bohr.



No. 2
C24H26N4S2SiSn as an isolated structure at a distorted geometry. Source: OMol25; level of theory: ωB97M-V/def2-TZVPD.

Each line ends with the natural charge from an NBO analysis.
Positions of all 58 atoms, in Å:
C1 0.8151 1.1266 1.3954  -0.26
C2 1.1460 1.9415 0.2856  -0.33
C3 -0.0760 2.3293 -0.3620  -0.19
H1 2.1495 2.2798 0.0254  0.25
C4 -1.1528 1.7344 0.3755  -0.37
C5 -0.5981 1.0052 1.4555  -0.18
H2 -1.1596 0.5078 2.2458  0.24
H3 1.5138 0.7358 2.1365  0.24
H4 -0.1782 3.0157 -1.2028  0.26
H5 -2.2164 1.8900 0.1963  0.25
Sn1 0.1455 -0.0098 -1.8536  1.37
C6 -1.0889 -3.2466 -5.4591  -0.73
H6 -2.1135 -3.3526 -5.0884  0.23
H7 -1.0377 -2.9446 -6.5096  0.25
H8 -0.4245 -4.0754 -5.1992  0.22
Si1 -0.3127 -1.4462 -4.2009  1.13
C7 1.4336 -1.3037 -4.8800  -0.59
C8 2.0739 -0.0485 -4.9923  -0.23
H9 1.5803 0.8587 -4.6264  0.21
C9 3.3373 0.0547 -5.5865  -0.19
H10 3.8110 1.0346 -5.6738  0.23
C10 3.9766 -1.0836 -6.0896  -0.17
H11 4.9378 -0.9925 -6.6013  0.24
C11 3.3780 -2.3390 -5.9265  -0.21
H12 3.8770 -3.2343 -6.3018  0.24
C12 2.1360 -2.4549 -5.2890  -0.12
H13 1.6877 -3.4393 -5.1365  0.21
C13 -1.3681 -0.1669 -5.1011  -0.57
C14 -0.9204 0.4775 -6.2668  -0.21
H14 0.0347 0.1942 -6.7141  0.23
C15 -1.6990 1.4782 -6.8699  -0.17
H15 -1.3303 1.9698 -7.7720  0.24
C16 -2.9361 1.8352 -6.3245  -0.18
H16 -3.5307 2.6277 -6.7847  0.24
C17 -3.4109 1.1658 -5.1885  -0.22
H17 -4.3803 1.4319 -4.7613  0.23
C18 -2.6577 0.1378 -4.6120  -0.19
H18 -3.0766 -0.4584 -3.7942  0.18
H19 -2.3946 -5.8878 -7.1879  0.05
H20 -2.0656 -5.3109 -6.8454  -0.04
N1 -3.2650 0.0759 -1.0864  -0.78
C19 -2.6069 -0.9032 -0.4291  0.30
N2 -1.3215 -1.1906 -0.5947  -0.69
C20 -0.8371 -2.0598 0.3921  0.09
C21 -1.8202 -2.4764 1.2625  -0.40
S1 -3.3409 -1.7559 0.8969  0.52
C22 0.5807 -2.1251 0.5102  0.17
C23 1.3659 -2.6179 1.5316  -0.42
S2 2.9948 -2.0743 1.4067  0.51
C24 2.5648 -1.1693 -0.0234  0.31
N3 1.2973 -1.3232 -0.3894  -0.70
N4 3.4355 -0.3484 -0.6191  -0.76
H21 -4.2686 0.1068 -0.9434  0.43
H22 -2.9036 0.4167 -1.9757  0.42
H23 -1.6305 -3.1448 2.0921  0.28
H24 0.9837 -3.2475 2.3243  0.28
H25 4.3846 -0.3186 -0.2665  0.44
H26 3.1825 0.1355 -1.4736  0.42

The net charge is +2. The value obtained for the total energy is -66631.92589 eV. As for the orbital gap (alpha / beta): 5.0 / 5.0 eV. Its LUMO energy (alpha / beta) is -8.70 / -8.70 eV. The max |F| comes out at 0.07889 Eh/bohr.



No. 3
C45H50AuClN3O3P2S3Te as an isolated structure at a distorted geometry. Source: OMol25; level of theory: ωB97M-V/def2-TZVPD.

Each line ends with the Löwdin spin population.
Positions of all 109 atoms, in Å:
Au1 -2.0271 -0.1594 0.4747  0.44
C1 -1.1466 -1.3153 -2.7382  0.05
P1 -1.3338 -1.7724 -1.0123  0.22
C2 0.3076 -2.5727 -0.5973  0.04
C3 -2.6255 -3.0495 -0.9044  0.02
C4 -2.4542 -4.3046 -1.5111  0.02
C5 -3.4541 -5.2257 -1.4249  0.01
C6 -4.6321 -4.9032 -0.7896  0.01
C7 -4.8766 -3.6101 -0.2970  0.01
C8 -3.8749 -2.6594 -0.3620  0.01
P2 -4.0899 -1.1331 0.6246  0.13
C9 -5.3186 0.1668 0.0348  0.03
C10 -4.4846 -1.6736 2.3423  0.04
H1 -0.3018 -0.6300 -2.8504  0.00
H2 -2.0483 -0.7504 -3.0724  0.00
H3 -0.9088 -2.2022 -3.3495  0.01
H4 1.0267 -1.9459 -0.0898  0.00
H5 0.7499 -3.0098 -1.4745  0.01
H6 0.1092 -3.3932 0.1599  0.00
H7 -1.5016 -4.5135 -2.0208  0.00
H8 -3.2808 -6.2680 -1.8111  0.00
H9 -5.3774 -5.7045 -0.5492  0.00
H10 -5.8083 -3.3299 0.1327  0.00
H11 -5.5888 0.7350 0.8993  0.00
H12 -6.1681 -0.3189 -0.4173  0.01
H13 -4.8324 0.8807 -0.6396  0.00
H14 -3.5234 -1.9201 2.8930  0.00
H15 -5.2460 -2.4945 2.3493  0.01
H16 -4.9599 -0.8028 2.8179  0.00
C11 -1.1227 0.2992 3.4065  0.04
C12 -0.3090 1.1646 2.4283  0.02
O1 0.4626 1.9964 2.9381  0.06
N1 -0.5087 1.0655 1.0889  0.26
Te1 0.6153 2.3480 -0.1944  0.27
C13 1.0275 4.3640 0.6406  0.08
C14 -0.0469 4.9304 1.3721  0.01
C15 -1.4726 4.4670 1.2670  0.01
C16 0.2719 6.1415 2.0192  0.00
C17 1.4930 6.7748 1.8927  0.00
C18 1.8174 8.1095 2.6097  0.00
C19 2.4802 6.2045 1.0964  0.00
C20 2.2485 5.0162 0.4022  0.02
C21 3.2154 4.6738 -0.7447  0.01
C22 2.6260 1.3819 -0.0437  0.01
C23 3.0895 0.6387 -1.1633  0.01
C24 2.4499 0.7218 -2.4852  0.01
C25 4.2371 -0.1896 -1.0131  0.00
C26 5.0174 -0.0439 0.1560  0.01
C27 6.3414 -0.7878 0.2444  0.00
C28 4.6631 0.8113 1.1982  0.00
C29 3.4865 1.5669 1.0779  0.01
C30 3.2995 2.5266 2.2035  0.00
H17 -2.1964 0.5866 3.2566  0.01
H18 -0.5968 0.3418 4.3771  0.01
H19 -1.2139 -0.8205 3.1311  0.01
H20 -1.6689 3.5623 1.8752  0.00
H21 -1.7123 4.2448 0.2240  0.00
H22 -1.9801 5.3666 1.6837  0.00
H23 -0.5498 6.6518 2.4898  0.00
H24 1.0001 8.8349 2.5074  0.00
H25 2.7902 8.4975 2.2605  0.00
H26 1.8762 7.9260 3.7282  0.00
H27 3.4979 6.6487 1.0619  0.00
H28 3.8712 3.8500 -0.5809  0.00
H29 3.8571 5.5413 -0.7903  0.00
H30 2.6352 4.4204 -1.5694  0.00
H31 1.9916 1.7024 -2.7483  0.01
H32 1.7397 -0.1040 -2.6111  0.00
H33 3.2364 0.5381 -3.3197  0.00
H34 4.6373 -0.7681 -1.8066  0.00
H35 7.2246 -0.2168 0.5577  0.00
H36 6.5844 -1.2883 -0.6962  0.00
H37 6.2567 -1.6080 0.9398  0.00
H38 5.4316 0.9974 1.9311  0.00
H39 3.8255 2.1424 3.0834  0.00
H40 2.2683 2.7073 2.5154  0.00
H41 3.7242 3.4822 1.8972  0.00
S1 -2.0829 -7.0590 4.4471  0.07
C31 -0.7774 -6.0896 3.9562  0.01
S2 -0.5882 -4.5394 4.6760  -0.02
C32 1.0183 -4.3662 3.8666  0.00
N2 1.4093 -5.4892 3.2617  0.23
N3 0.3146 -6.3367 3.1371  0.10
C33 0.4056 -7.4409 2.2201  0.00
C34 1.6936 -7.7554 1.6671  0.01
C35 1.8535 -8.6038 0.6242  0.00
C36 0.7165 -9.2999 0.1002  0.01
C37 -0.5124 -9.0797 0.6499  0.00
C38 -0.6758 -8.2066 1.7647  0.02
S3 2.0217 -3.0098 4.1537  0.59
H42 2.4746 -7.1273 2.1167  0.00
H43 2.8574 -8.8201 0.2761  0.00
H44 0.9025 -10.1025 -0.5436  0.00
H45 -1.3320 -9.6192 0.2187  0.00
H46 -1.6415 -8.0151 2.1151  0.00
Cl1 -3.4240 5.6467 -7.7693  0.00
C39 -2.4942 5.0542 -6.4794  0.00
C40 -2.1151 3.7056 -6.4356  0.00
C41 -1.3633 3.2645 -5.3381  0.00
C42 -1.1589 4.0858 -4.2062  0.00
C43 -1.4267 5.4527 -4.3291  0.00
C44 -2.0824 5.9342 -5.4384  0.00
C45 -0.5888 3.4649 -2.9617  0.00
O2 -0.0531 4.1712 -2.0735  0.02
O3 -0.7899 2.2387 -2.8744  0.00
H47 -2.5465 2.9969 -7.1523  0.00
H48 -0.8701 2.2718 -5.2746  0.00
H49 -1.1193 6.0977 -3.4859  0.00
H50 -2.2669 7.0375 -5.5016  0.00

The net charge is 0. As for the expectation value of S²: 3.80. As for the multiplicity: 4. The value obtained for the total energy is -132672.71158 eV. As for the orbital gap (alpha / beta): 3.1 / 3.7 eV. Its LUMO energy (alpha / beta) is -0.75 / -3.42 eV. The max |F| comes out at 0.05865 Eh/bohr.



No. 4
C5H8CaMgO5 as an isolated structure at a distorted geometry. Source: OMol25; level of theory: ωB97M-V/def2-TZVPD.

Each line ends with the Löwdin spin population.
Positions of all 20 atoms, in Å:
C1 -1.3334 0.0349 -1.3334  0.02
O1 -1.9865 -0.2642 -2.3550  0.20
O2 -1.0785 -0.7785 -0.4103  0.01
Mg1 -3.7098 0.0351 -3.2316  0.76
O3 -0.7574 1.7110 0.5048  0.00
C2 0.0161 2.7418 0.0159  0.00
C3 1.2061 2.1417 -0.6681  0.00
O4 1.6782 1.2202 0.1081  0.00
C4 2.9524 0.5335 0.1227  0.00
C5 2.9471 -0.1791 1.4794  0.00
O5 1.7408 -0.8083 1.7135  0.00
Ca1 0.0189 -0.0435 1.2579  0.00
H1 0.3992 3.5469 0.6796  0.00
H2 -0.5189 3.3076 -0.7781  0.00
H3 1.9296 2.7909 -1.1791  0.00
H4 -0.3689 0.8412 -1.7583  0.00
H5 3.7447 1.2800 -0.0086  0.00
H6 2.9153 -0.1826 -0.7080  0.00
H7 3.1861 0.5743 2.2574  0.00
H8 3.7972 -0.8883 1.4566  0.00

The net charge is +1. As for the expectation value of S²: 0.75. As for the multiplicity: 2. The value obtained for the total energy is -39427.02531 eV. As for the orbital gap (alpha / beta): 5.3 / 6.7 eV. Its LUMO energy (alpha / beta) is -5.50 / -5.50 eV. The max |F| comes out at 0.11089 Eh/bohr.



No. 5
A 3-piece molecular cluster, C10H24NO4Si overall. Source: OMol25; level of theory: ωB97M-V/def2-TZVPD.

Each line ends with the natural charge from an NBO analysis.
Positions of all 40 atoms, in Å:
C1 4.9952 -1.5347 -1.7477  -0.47
C2 3.9178 -1.3329 -2.5134  -0.13
C3 3.0385 -2.4600 -2.9536  -0.89
Si1 1.6276 -2.7499 -1.7001  1.39
N1 1.2664 -4.4914 -1.6975  -1.26
C4 0.1323 -1.6163 -2.0219  0.42
O1 -0.6933 -1.8813 -2.9128  -0.75
O2 0.1160 -0.6287 -1.2333  -0.81
H1 5.3764 -0.7738 -1.0788  0.19
H2 5.5011 -2.4934 -1.7598  0.18
H3 3.6705 -0.3386 -2.8698  0.20
H4 3.6631 -3.3622 -2.9481  0.21
H5 2.6629 -2.3271 -3.9701  0.24
H6 2.1751 -2.4281 -0.3591  -0.23
H7 1.6030 -4.8722 -0.8187  0.37
H8 1.8223 -4.9644 -2.4024  0.36
C5 -2.2035 2.6428 -2.4615  -0.64
C6 -2.8931 2.3899 -1.1297  0.10
C7 -2.0037 2.8087 0.0318  -0.63
O3 -3.2298 1.0175 -1.0032  -0.74
H9 -1.2839 2.0557 -2.5212  0.23
H10 -2.8411 2.3304 -3.2892  0.21
H11 -1.9548 3.6996 -2.5923  0.19
H12 -3.8368 2.9411 -1.0941  0.15
H13 -1.0800 2.2243 0.0237  0.22
H14 -2.5071 2.6144 0.9811  0.20
H15 -1.7464 3.8700 -0.0169  0.19
H16 -2.4004 0.5142 -1.0224  0.49
C8 -1.2766 -0.1282 2.9901  -0.63
C9 -1.0891 0.4439 4.3852  0.10
C10 -1.4396 1.9245 4.4246  -0.63
O4 0.2560 0.2481 4.8276  -0.72
H17 -0.6203 0.3763 2.2766  0.22
H18 -1.0206 -1.1870 2.9682  0.22
H19 -2.3062 -0.0109 2.6495  0.21
H20 -1.7176 -0.0974 5.0947  0.16
H21 -0.7862 2.4866 3.7519  0.20
H22 -1.3000 2.3254 5.4300  0.21
H23 -2.4735 2.0948 4.1206  0.21
H24 0.8320 0.7127 4.2110  0.46

The net charge is -1. The value obtained for the total energy is -28318.54470 eV. As for the orbital gap: 7.0 eV. Its LUMO energy is 2.97 eV. The max |F| comes out at 0.01913 Eh/bohr.



No. 6
C12H13FeN14O2S as an isolated structure. Source: OMol25; level of theory: ωB97M-V/def2-TZVPD.

Each line ends with the Löwdin spin population.
Positions of all 43 atoms, in Å:
Fe1 -0.2140 -0.2160 -0.8192  0.97
N1 2.2156 1.4038 -2.3749  0.01
C1 2.4316 0.0928 -2.0642  0.01
N2 3.5090 -0.5991 -2.3780  0.00
N3 3.3014 -1.8087 -1.8271  0.01
N4 2.1773 -1.8515 -1.2124  0.00
N5 1.5747 -0.6405 -1.3467  0.00
C2 1.1970 2.1331 -1.8243  0.01
N6 1.0652 3.4353 -1.9528  0.00
N7 -0.0400 3.7318 -1.2410  0.01
N8 -0.5534 2.6819 -0.7220  -0.01
N9 0.2256 1.6203 -1.0538  -0.01
H1 2.8966 1.8882 -2.9345  0.00
N10 -0.3022 -3.1124 -2.2680  0.00
N11 -0.3200 -2.3811 -3.4538  0.00
C3 -0.5868 -1.0284 -3.4971  0.00
O1 -0.4624 -0.4156 -4.5311  0.00
O2 -1.0681 -0.5131 -2.3737  0.03
H2 0.6560 -3.3661 -2.0425  0.00
H3 -0.8731 -3.9414 -2.3742  0.00
H4 0.1182 -2.7562 -4.2801  0.00
C4 -3.1494 3.0621 1.2156  0.00
N12 -2.0553 2.3006 1.7987  0.00
C5 -1.1817 2.7433 2.7729  0.00
C6 -0.2681 1.7796 2.9736  0.00
N13 -0.5835 0.7409 2.1018  0.00
C7 -1.6821 1.0946 1.3578  0.00
S1 -2.3813 0.2174 0.0871  -0.02
C8 -0.0388 -0.5610 2.1541  0.00
C9 0.3623 -1.0838 3.3703  0.00
C10 0.8148 -2.3907 3.4019  0.00
C11 0.8070 -3.1373 2.2376  0.00
C12 0.3959 -2.5328 1.0658  0.00
N14 0.0080 -1.2534 1.0147  0.01
H5 -3.2945 3.9598 1.8099  0.00
H6 -4.0572 2.4642 1.2253  0.00
H7 -2.8804 3.3163 0.1917  0.00
H8 -1.2748 3.7181 3.2156  0.00
H9 0.5912 1.7478 3.6176  0.00
H10 0.2851 -0.4932 4.2714  0.00
H11 1.1414 -2.8265 4.3365  0.00
H12 1.1233 -4.1695 2.2247  0.00
H13 0.3701 -3.0537 0.1267  0.00

The net charge is 0. As for the expectation value of S²: 1.13. As for the multiplicity: 2. The value obtained for the total energy is -82832.30626 eV. As for the orbital gap (alpha / beta): 7.0 / 7.4 eV. Its LUMO energy (alpha / beta) is -1.37 / -0.98 eV. The max |F| comes out at 0.01324 Eh/bohr.